No. 1
The following is a quantum chemistry calculation of C30H22CoN3O8Si as an isolated structure, from the OMol25 dataset.

Geometry as XYZ:
```
65
C30H22CoN3O8Si (wB97M-V/def2-TZVPD)
C -0.923 1.037 2.178
O 3.373 2.285 3.828
C 2.660 3.231 3.244
C -0.567 1.267 -2.741
C 3.017 0.545 1.124
H -3.223 -0.811 2.245
C 0.799 -0.104 4.032
C -0.772 2.310 -4.880
C 1.060 -5.393 0.041
H 1.503 -6.378 -0.037
H -1.960 -3.902 0.250
O -2.089 1.214 -0.913
C -1.104 0.766 -1.437
C -1.375 1.874 -3.667
O 3.331 0.843 -3.033
C -0.083 -2.839 0.239
H 1.045 2.486 -5.989
C -3.617 -1.156 1.296
H 2.948 -4.369 0.048
H 1.484 -0.544 4.745
H 0.824 -1.814 2.749
H 1.961 -2.145 0.246
C 1.306 -3.005 0.189
C 1.353 1.565 -4.051
C -0.552 1.747 3.309
Si -0.916 -1.187 0.422
O 2.352 4.255 3.802
H 1.233 4.926 1.357
H -2.645 -2.047 -1.824
H -6.577 -1.915 -0.163
H 3.503 1.495 3.231
C 2.378 1.898 0.966
O -0.350 -0.225 -0.913
C -3.295 -1.840 -0.979
C 2.744 1.375 -4.029
C 0.312 1.178 4.236
H -1.602 1.487 1.463
C 0.568 2.159 -5.076
Co 2.057 0.496 -1.506
C 1.870 -4.267 0.086
N 0.746 1.103 -2.908
C -2.752 -1.398 0.231
H -0.956 -6.126 0.078
O 3.629 0.286 2.154
H -1.382 2.765 -5.649
O 3.470 1.762 -5.091
H 4.391 1.547 -4.891
C 1.560 3.936 1.088
C 0.425 -0.818 2.900
O 2.865 -0.239 0.121
C 2.251 3.000 1.829
N 1.327 3.396 -0.119
C -4.987 -1.342 1.157
C -5.509 -1.771 -0.053
C -0.435 -0.259 1.953
H -5.646 -1.148 1.994
N 1.810 2.154 -0.204
H 0.828 3.791 -0.898
C -0.881 -3.987 0.201
H 0.618 1.741 5.109
H -2.429 1.994 -3.467
H -0.930 2.750 3.468
H -5.065 -2.357 -2.071
C -4.660 -2.021 -1.125
C -0.318 -5.252 0.104
```

Computed properties:
frontier orbital gap (alpha / beta)	6.4 / 9.0	eV
molar mass	639.54	g mol⁻¹
E	-3595.0704	a.u.
2S+1	5
expectation value of S²	6.02
charge	0

No. 2
The following is a quantum chemistry calculation of a 3-piece molecular cluster, C30H22O4P overall, from the OMol25 dataset.

Geometry as XYZ:
```
57
C30H22O4P (wB97M-V/def2-TZVPD)
H -2.965 -0.705 -7.773
H 5.200 0.685 4.448
C -1.133 0.883 3.567
H 1.028 1.663 -6.075
O -3.263 -2.089 -5.751
C 0.155 -0.177 -4.364
H 0.953 -1.136 -1.992
C -1.648 -1.900 -4.037
C 0.999 -0.046 2.039
H -3.141 -3.372 -3.637
O 2.840 1.199 4.897
C 0.062 -1.629 -2.353
C 4.553 -1.016 1.044
H -2.155 -4.025 -1.457
H 0.324 1.422 5.026
H -0.093 -2.904 -0.652
C 0.156 1.153 -6.463
C -1.688 -3.253 -2.054
C 3.496 -0.488 1.775
C 2.113 -0.575 1.216
H -1.955 1.248 4.176
C -2.254 -1.546 -5.350
C -0.363 1.470 -7.705
H -0.467 -0.571 0.576
C 3.735 0.118 3.007
C -1.574 -0.498 -6.167
H -4.114 2.189 4.666
C -0.534 -2.625 -1.600
H -2.370 0.257 1.932
C -2.089 -0.179 -7.418
H -4.646 2.125 7.557
O 1.136 0.408 -3.959
C 6.083 -0.318 2.761
H -4.599 3.612 6.099
H 6.665 -1.348 0.969
C -2.499 2.478 6.446
C 1.232 0.530 3.296
H 0.105 2.240 -8.304
H -5.868 1.952 5.836
H -4.166 0.707 6.124
C -0.442 0.165 -5.692
C 2.612 0.668 3.833
C -1.484 0.800 -8.185
C 0.161 0.985 4.052
P -4.430 2.156 6.109
C -1.332 2.750 6.627
C -0.494 -1.260 -3.573
H 4.349 -1.485 0.092
C -1.360 0.327 2.314
H -1.885 1.045 -9.160
C -2.244 -2.893 -3.270
H -0.299 2.991 6.656
C 5.843 -0.934 1.537
C -0.300 -0.137 1.552
O 1.925 -1.074 0.122
H 7.093 -0.249 3.143
C 5.033 0.206 3.494
```

Computed properties:
frontier orbital gap	4.0	eV
molar mass	477.48	g mol⁻¹
E	-1798.6095	a.u.
charge	-1